No. 1
A structure of composition C18H18ClO5Yb in a non-equilibrium geometry. Source: OMol25; level of theory: the ωB97M-V functional and the def2-TZVPD basis.

Calculated values
- 2S+1: 2
- HOMO level (spin up / spin down): -7.10 / -6.87 eV
- Orbital gap (spin up / spin down): 6.90 / 5.82 eV
- Lowest unoccupied orbital energy (spin up / spin down): -0.2028 / -1.0490 eV

Atoms and positions in Å:
C: 0.43519 -1.81323 3.56358
C: -0.91569 -2.01100 3.06886
C: -0.80794 -2.30218 1.70815
H: -1.81472 -1.76607 3.64220
C: 0.60049 -2.27671 1.34197
C: 1.36103 -1.90571 2.45096
H: 2.44244 -1.77331 2.56290
H: 0.82056 -1.70586 4.57539
H: -1.64852 -2.46235 1.02586
H: 0.97667 -2.43945 0.33260
C: -0.97790 2.24758 2.21708
C: -0.62668 1.88965 3.54843
C: 0.80290 1.69353 3.60197
H: -1.37034 1.56429 4.26557
C: 1.33175 1.96393 2.29933
C: 0.23842 2.36878 1.48705
H: 0.29570 2.62720 0.42867
H: -2.01490 2.37550 1.86460
H: 1.43755 1.31686 4.39325
H: 2.40039 1.89245 2.04451
Yb: -0.05890 -0.00562 1.72705
O: -0.30170 -0.13619 -1.98508
C: -1.43722 -0.90198 -2.48074
C: -0.10379 -0.91919 -3.22455
H: -1.68065 -1.79472 -1.88985
H: -2.25561 -0.32749 -2.94165
H: 0.50863 -1.82464 -3.10494
H: 0.80781 -1.93075 -5.53483
C: 0.55075 -0.87277 -5.63876
C: 0.05919 -0.19328 -4.49463
C: -0.27695 1.17423 -4.60293
H: -0.62887 1.71427 -3.71943
C: -0.11867 1.83589 -5.82293
H: -0.36806 2.89579 -5.89449
C: 0.35967 1.15306 -6.94968
H: 0.47924 1.67186 -7.90182
C: 0.69331 -0.20571 -6.84912
H: 1.07146 -0.74964 -7.71476
O: -0.42155 1.36579 6.24438
Cl: -0.03563 0.00334 5.91812
O: 1.36353 -0.31963 6.20508
O: -1.01987 -1.06518 6.14096
O: -0.15250 -0.05132 4.09164

Atomic forces in eV per Å
0.75 -1.42 -0.76
0.76 -0.63 0.45
0.56 -0.86 -0.64
0.40 -0.58 -0.24
-0.86 -0.80 -1.04
-0.39 -0.68 1.50
-0.52 -0.27 -0.25
-0.22 -1.01 -0.58
0.38 -0.07 0.20
-0.09 -0.07 0.22
0.29 0.61 0.64
-0.47 1.05 -1.12
0.85 1.84 -1.58
0.22 1.05 -0.08
-0.03 0.63 1.08
-0.11 0.59 -0.99
0.07 0.09 0.27
0.77 0.16 0.12
-0.11 0.71 -0.03
-0.72 0.22 0.03
-0.45 0.68 -0.62
-0.45 -0.92 -1.14
1.69 -0.04 -0.72
-1.50 -0.14 1.73
-0.06 0.50 -0.16
0.42 -0.21 0.41
-0.21 0.49 0.12
-0.02 0.33 -0.17
-0.34 0.33 0.96
0.23 0.85 -1.10
0.25 -0.54 -0.11
0.12 -0.21 -0.31
0.06 -0.24 -0.15
0.07 -0.31 0.00
-0.03 -0.23 0.34
-0.04 -0.12 0.30
-0.11 0.27 0.03
-0.10 0.20 0.19
0.50 -2.13 0.73
-0.92 -0.54 -3.07
-2.19 0.44 0.27
1.78 1.93 1.12
-0.25 -0.93 4.14

Results of the natural (NBO) charge analysis, in e, for atoms 1 through 6:
1 C -0.150
2 C -0.311
3 C -0.417
4 H 0.247
5 C -0.387
6 C -0.412

***

No. 2
A structure of composition C18H18FN5PdS2 in a non-equilibrium geometry. Source: OMol25; level of theory: the ωB97M-V functional and the def2-TZVPD basis.

Calculated values
- HOMO level: -6.61 eV
- Orbital gap: 5.25 eV
- Lowest unoccupied orbital energy: -1.3687 eV

Atoms and positions in Å:
Pd: 0.05559 -0.14993 0.23188
C: -2.64938 -3.25783 -3.08574
S: -1.35815 -2.21176 -3.84625
C: -0.93590 -1.27470 -2.41449
S: 0.02388 -2.03554 -1.18625
N: -1.39177 -0.06735 -2.30428
N: -1.06577 0.63361 -1.26351
C: -1.63550 1.79578 -0.95125
C: -1.23762 2.45112 0.22249
C: -1.79400 3.68493 0.64588
C: -1.42992 4.23272 1.84407
C: -0.45929 3.58111 2.62077
C: 0.08067 2.40514 2.14228
N: -0.29239 1.82887 1.00778
H: -3.01446 -3.91444 -3.86786
H: -3.44992 -2.61379 -2.73171
H: -2.22178 -3.83637 -2.27164
H: -2.39350 2.20688 -1.60748
H: -2.52706 4.16096 0.01665
H: -1.87915 5.14812 2.20136
H: -0.13827 3.98240 3.56858
H: 0.85102 1.89645 2.71048
F: -0.01209 -3.23880 5.63842
C: 0.38644 -2.59112 4.51983
C: 0.88732 -1.30394 4.62852
C: 1.34625 -0.66601 3.49469
C: 1.30807 -1.28514 2.22389
C: 1.92661 -0.68148 1.06331
C: 0.75614 -2.59055 2.16299
C: 0.30034 -3.23278 3.29234
H: 0.94622 -0.83307 5.59796
H: 1.80584 0.30672 3.59349
H: 2.40804 -1.39127 0.38403
H: 2.52666 0.21007 1.26638
H: 0.71636 -3.10306 1.21011
H: -0.10153 -4.23288 3.24334
N: -2.12235 -0.84972 2.68077
C: -2.89806 -1.86364 3.10610
C: -3.41371 -2.46462 1.98183
C: -2.87948 -1.73773 0.90981
N: -2.10197 -0.76124 1.34874
H: -1.60254 -0.18931 3.24010
H: -3.03562 -2.07295 4.14759
H: -4.06773 -3.30997 1.93649
H: -3.03702 -1.87039 -0.14451

Atomic forces in eV per Å
1.95 -0.09 -0.96
0.37 0.35 0.01
-0.29 -0.19 -0.20
0.76 -0.20 1.64
0.21 0.61 -0.14
-1.74 0.38 -3.01
-1.09 2.13 2.94
0.25 -2.55 -2.84
0.91 0.91 2.57
0.07 -1.04 -0.82
0.68 -0.22 0.82
-0.57 0.39 -0.43
0.17 -0.10 0.28
-0.36 0.26 -0.89
-0.04 -0.06 -0.06
-0.10 -0.08 0.01
-0.03 -0.05 0.01
0.02 0.14 -0.10
-0.14 0.06 -0.10
-0.02 0.07 -0.07
0.07 0.03 0.04
-0.09 -0.06 -0.11
-0.15 -0.08 0.13
0.11 0.39 -0.25
-0.37 -0.55 0.25
-0.05 -0.18 -0.73
0.65 -0.80 1.26
-1.04 0.10 -0.31
0.24 0.43 0.12
0.01 0.08 0.35
0.02 0.01 0.13
0.13 0.05 0.01
-0.07 0.31 0.18
-0.12 -0.17 -0.10
0.01 0.00 0.02
-0.04 -0.12 0.00
-0.24 -0.12 0.08
-0.09 0.00 -0.06
0.03 -0.02 0.10
0.02 0.13 0.33
-0.06 0.32 -0.07
0.08 -0.21 -0.13
0.03 -0.06 0.21
-0.15 -0.17 0.04
0.08 -0.03 -0.15

Results of the natural (NBO) charge analysis, in e, for atoms 1 through 6:
1 Pd 0.694
2 C -0.720
3 S 0.250
4 C -0.060
5 S -0.112
6 N -0.383

***

No. 3
A structure of composition C18H18FeIN2O2S2. Source: OMol25; level of theory: the ωB97M-V functional and the def2-TZVPD basis.

Calculated values
- 2S+1: 5
- HOMO level (spin up / spin down): -3.17 / -3.33 eV
- Net charge: -1
- Orbital gap (spin up / spin down): 5.36 / 5.53 eV
- ΔE to the lowest compared entry with this formula, charge and spin: 0.0 kJ/mol
- Lowest unoccupied orbital energy (spin up / spin down): 2.1863 / 2.1961 eV

Atoms and positions in Å:
Fe: -0.12205 -0.69349 -1.33167
C: 4.16975 0.78746 -1.87947
C: 3.72291 0.82259 -0.45131
N: 4.46453 1.44579 0.43029
C: 4.05714 1.47649 1.71771
C: 2.90326 0.89192 2.16273
C: 2.56810 0.95482 3.62608
O: 2.84133 -0.27290 4.31267
C: 2.06659 0.22030 1.22967
C: 0.85869 -0.41460 1.68507
N: -0.05373 -0.92287 0.93535
C: -1.17317 -1.49713 1.55175
C: -1.81254 -0.90475 2.64178
C: -2.91923 -1.49795 3.22316
C: -3.42006 -2.68919 2.72000
C: -2.81919 -3.27451 1.61481
C: -1.71569 -2.67689 1.03481
I: -0.87288 -3.46822 -0.70600
C: 2.48141 0.16927 -0.12462
O: 1.85483 -0.43085 -1.06650
H: 5.08026 1.37206 -1.98856
H: 3.38765 1.17523 -2.53401
H: 4.34749 -0.24193 -2.19769
H: 4.70468 2.00590 2.40840
H: 1.51788 1.22517 3.77686
H: 3.17468 1.72449 4.10459
H: 2.87959 -0.97390 3.65621
H: 0.72068 -0.48946 2.76724
H: -1.45146 0.05254 2.99527
H: -3.40751 -1.01491 4.05981
H: -4.29021 -3.15240 3.16597
H: -3.21831 -4.18817 1.19540
C: -2.38066 0.65153 -5.18451
C: -1.88713 0.41552 -3.76874
S: -0.73316 -0.91033 -3.61631
C: -2.31317 1.16308 -2.73847
C: -3.29324 2.29729 -2.90416
S: -1.76693 0.94216 -1.07379
H: -1.92594 -0.07093 -5.85930
H: -2.12074 1.65254 -5.54131
H: -3.46673 0.54471 -5.26153
H: -3.69930 2.35959 -3.91366
H: -2.81329 3.25247 -2.66972
H: -4.12514 2.18249 -2.20426

Atomic forces in eV per Å
0.19 0.41 -0.08
-0.03 -0.03 0.00
0.22 0.12 0.01
-0.07 -0.05 -0.09
0.00 0.01 0.06
-0.01 0.01 0.02
0.02 0.00 -0.01
-0.07 0.02 0.04
0.17 0.07 -0.12
-0.19 -0.12 0.01
0.23 0.08 -0.22
-0.27 -0.11 0.12
0.07 -0.01 -0.06
-0.04 0.00 0.03
0.02 0.00 -0.01
-0.04 -0.05 0.00
0.16 0.13 -0.10
-0.10 -0.30 0.13
-0.19 -0.10 0.09
-0.24 -0.04 -0.03
0.01 0.00 0.01
0.00 0.00 0.00
-0.01 0.00 -0.01
-0.02 -0.01 0.01
0.01 0.01 0.02
0.01 0.00 -0.01
0.05 -0.03 -0.04
0.04 0.03 0.00
-0.02 0.00 0.02
0.01 0.00 0.00
-0.01 0.00 0.00
0.00 0.00 -0.01
0.00 0.01 0.04
-0.01 -0.01 -0.09
0.07 -0.03 0.24
-0.05 0.05 0.01
0.03 -0.03 0.01
0.06 -0.08 0.02
0.00 0.00 -0.01
0.00 0.00 -0.01
0.00 0.00 0.00
0.00 0.00 0.00
-0.01 0.01 0.00
-0.01 0.01 0.00

Results of the natural (NBO) charge analysis, in e, for atoms 1 through 6:
1 Fe 1.248
2 C -0.645
3 C 0.161
4 N -0.414
5 C -0.032
6 C -0.058

***

Copy entry 2 word for word.
A structure of composition C18H18FN5PdS2 in a non-equilibrium geometry. Source: OMol25; level of theory: the ωB97M-V functional and the def2-TZVPD basis.

Calculated values
- HOMO level: -6.61 eV
- Orbital gap: 5.25 eV
- Lowest unoccupied orbital energy: -1.3687 eV

Atoms and positions in Å:
Pd: 0.05559 -0.14993 0.23188
C: -2.64938 -3.25783 -3.08574
S: -1.35815 -2.21176 -3.84625
C: -0.93590 -1.27470 -2.41449
S: 0.02388 -2.03554 -1.18625
N: -1.39177 -0.06735 -2.30428
N: -1.06577 0.63361 -1.26351
C: -1.63550 1.79578 -0.95125
C: -1.23762 2.45112 0.22249
C: -1.79400 3.68493 0.64588
C: -1.42992 4.23272 1.84407
C: -0.45929 3.58111 2.62077
C: 0.08067 2.40514 2.14228
N: -0.29239 1.82887 1.00778
H: -3.01446 -3.91444 -3.86786
H: -3.44992 -2.61379 -2.73171
H: -2.22178 -3.83637 -2.27164
H: -2.39350 2.20688 -1.60748
H: -2.52706 4.16096 0.01665
H: -1.87915 5.14812 2.20136
H: -0.13827 3.98240 3.56858
H: 0.85102 1.89645 2.71048
F: -0.01209 -3.23880 5.63842
C: 0.38644 -2.59112 4.51983
C: 0.88732 -1.30394 4.62852
C: 1.34625 -0.66601 3.49469
C: 1.30807 -1.28514 2.22389
C: 1.92661 -0.68148 1.06331
C: 0.75614 -2.59055 2.16299
C: 0.30034 -3.23278 3.29234
H: 0.94622 -0.83307 5.59796
H: 1.80584 0.30672 3.59349
H: 2.40804 -1.39127 0.38403
H: 2.52666 0.21007 1.26638
H: 0.71636 -3.10306 1.21011
H: -0.10153 -4.23288 3.24334
N: -2.12235 -0.84972 2.68077
C: -2.89806 -1.86364 3.10610
C: -3.41371 -2.46462 1.98183
C: -2.87948 -1.73773 0.90981
N: -2.10197 -0.76124 1.34874
H: -1.60254 -0.18931 3.24010
H: -3.03562 -2.07295 4.14759
H: -4.06773 -3.30997 1.93649
H: -3.03702 -1.87039 -0.14451

Atomic forces in eV per Å
1.95 -0.09 -0.96
0.37 0.35 0.01
-0.29 -0.19 -0.20
0.76 -0.20 1.64
0.21 0.61 -0.14
-1.74 0.38 -3.01
-1.09 2.13 2.94
0.25 -2.55 -2.84
0.91 0.91 2.57
0.07 -1.04 -0.82
0.68 -0.22 0.82
-0.57 0.39 -0.43
0.17 -0.10 0.28
-0.36 0.26 -0.89
-0.04 -0.06 -0.06
-0.10 -0.08 0.01
-0.03 -0.05 0.01
0.02 0.14 -0.10
-0.14 0.06 -0.10
-0.02 0.07 -0.07
0.07 0.03 0.04
-0.09 -0.06 -0.11
-0.15 -0.08 0.13
0.11 0.39 -0.25
-0.37 -0.55 0.25
-0.05 -0.18 -0.73
0.65 -0.80 1.26
-1.04 0.10 -0.31
0.24 0.43 0.12
0.01 0.08 0.35
0.02 0.01 0.13
0.13 0.05 0.01
-0.07 0.31 0.18
-0.12 -0.17 -0.10
0.01 0.00 0.02
-0.04 -0.12 0.00
-0.24 -0.12 0.08
-0.09 0.00 -0.06
0.03 -0.02 0.10
0.02 0.13 0.33
-0.06 0.32 -0.07
0.08 -0.21 -0.13
0.03 -0.06 0.21
-0.15 -0.17 0.04
0.08 -0.03 -0.15

Results of the natural (NBO) charge analysis, in e, for atoms 1 through 6:
1 Pd 0.694
2 C -0.720
3 S 0.250
4 C -0.060
5 S -0.112
6 N -0.383